The following is a DFT calculation (ωB97M-V with the def2-TZVPD basis set) of a molecular structure, C75H58AsCl2InN5O2.

Positions of all 144 atoms, in Å:
In1 0.66059 0.06190 -0.60302
C1 8.15540 -1.83510 -2.18314
C2 7.35167 -0.93151 -2.86012
C3 6.05361 -0.71931 -2.44312
C4 5.53190 -1.38624 -1.33305
C5 6.34757 -2.27967 -0.65124
C6 7.64408 -2.50940 -1.08720
C7 4.11662 -1.07585 -1.02605
C8 3.80248 -0.31948 0.10324
C9 4.65789 -0.17465 1.24868
C10 4.01002 0.63207 2.12204
C11 2.80853 1.07189 1.46166
C12 2.03171 2.17128 1.84186
C13 2.33886 2.82436 3.12707
C14 1.33690 2.98808 4.07842
C15 1.62414 3.50946 5.32553
C16 2.91098 3.92405 5.63032
C17 3.90412 3.82324 4.66904
C18 3.62073 3.27412 3.43179
C19 1.10476 2.78799 0.99507
N1 0.72030 2.32567 -0.21402
C20 0.04052 3.31819 -0.82869
C21 -0.52737 3.22475 -2.09906
C22 -0.81891 4.47079 -2.84467
C23 -1.88351 5.32627 -2.59914
C24 -2.04033 6.47155 -3.36258
C25 -1.14051 6.77718 -4.36891
C26 -0.07132 5.93222 -4.61371
C27 0.07746 4.78137 -3.86746
C28 -0.68642 2.03654 -2.81799
C29 -1.47662 1.94242 -4.01695
C30 -1.34689 0.67162 -4.47010
C31 -0.43601 0.00881 -3.57651
N2 -0.11326 0.84084 -2.55595
C32 0.23442 -1.17289 -3.88852
C33 1.42518 -1.55702 -3.26708
C34 2.36793 -2.49606 -3.81334
C35 3.49024 -2.39414 -3.06082
C36 3.20447 -1.43940 -2.02088
N3 1.94703 -0.97303 -2.16190
C37 -0.19559 -1.94162 -5.08309
C38 0.34387 -1.66709 -6.33533
C39 -0.00431 -2.43194 -7.43387
C40 -0.88227 -3.49421 -7.29451
C41 -1.43939 -3.76308 -6.05619
C42 -1.10806 -2.98369 -4.96181
C43 -0.01465 4.47222 0.03052
C44 0.60462 4.12430 1.18286
N4 2.68464 0.42063 0.27989
H1 9.16594 -2.01482 -2.52670
H2 7.73351 -0.39856 -3.71929
H3 5.41242 -0.03396 -2.97925
H4 5.96245 -2.82670 0.19706
H5 8.25839 -3.23538 -0.57189
H6 5.60002 -0.67150 1.37519
H7 4.32722 0.91044 3.10806
H8 0.33238 2.69237 3.82446
H9 0.83631 3.57997 6.06343
H10 3.13486 4.33755 6.60343
H11 4.91086 4.15180 4.88915
H12 4.39160 3.20360 2.67921
H13 -2.58795 5.08444 -1.81632
H14 -2.87408 7.13121 -3.17036
H15 -1.26978 7.67159 -4.96104
H16 0.64409 6.17398 -5.38632
H17 0.90302 4.11062 -4.05758
H18 -2.06938 2.74127 -4.42797
H19 -1.76678 0.23785 -5.35847
H20 2.19111 -3.12087 -4.67164
H21 4.42217 -2.91495 -3.18549
H22 1.04746 -0.85499 -6.44334
H23 0.42753 -2.20366 -8.39908
H24 -1.12402 -4.10971 -8.14989
H25 -2.12239 -4.59253 -5.93704
H26 -1.55362 -3.18703 -4.00030
H27 -0.49581 5.40413 -0.20292
H28 0.74354 4.72128 2.06552
Cl1 3.33334 -7.01038 -1.38086
C45 2.67055 -5.52651 -0.78319
C46 3.25504 -4.92051 0.33351
C47 2.75618 -3.73011 0.78147
Cl2 3.48681 -2.96093 2.13800
C48 1.64555 -3.04732 0.16859
O1 1.22883 -1.95297 0.61561
C49 1.05630 -3.75510 -0.92980
C50 -0.10058 -3.22290 -1.57071
O2 -0.63428 -2.14023 -1.38721
C51 1.58523 -4.96462 -1.39525
H29 4.08916 -5.39568 0.82958
H30 -0.55450 -3.92783 -2.30568
H31 1.13335 -5.43522 -2.25385
C52 -7.57674 0.85618 0.40787
C53 -6.21827 0.28315 0.69036
C54 -5.62791 0.37499 1.93529
C55 -4.36423 -0.14893 2.19791
C56 -3.85143 0.02687 3.59534
C57 -3.65430 -0.81323 1.19408
As1 -1.76955 -1.55799 1.24220
N5 -0.96645 0.01474 0.80497
C58 -1.67237 1.18595 1.03665
C59 -2.43884 1.80193 0.04210
C60 -3.12269 2.97261 0.29379
C61 -3.06660 3.57121 1.54147
C62 -2.32580 2.96939 2.54336
C63 -1.64759 1.79285 2.29684
C64 -1.56413 -1.86064 3.23379
C65 -0.52734 -1.37294 4.03376
C66 0.68920 -0.71461 3.45879
C67 -0.57561 -1.53955 5.41625
C68 -1.59749 -2.23982 6.03092
C69 -1.70129 -2.34245 7.52704
C70 -2.52500 -2.87434 5.21470
C71 -2.51346 -2.70402 3.83924
C72 -3.54691 -3.42586 3.01790
C73 -4.26381 -0.91978 -0.06852
C74 -3.57274 -1.62434 -1.19762
C75 -5.51070 -0.36531 -0.30998
H32 -8.06646 1.17392 1.32537
H33 -8.20429 0.11462 -0.08653
H34 -7.49772 1.72123 -0.25082
H35 -6.15446 0.87504 2.73889
H36 -4.21485 0.96314 4.01444
H37 -2.76916 0.02890 3.61398
H38 -4.18818 -0.79088 4.23483
H39 -2.49250 1.33745 -0.93556
H40 -3.72123 3.41856 -0.49165
H41 -3.59267 4.49761 1.72996
H42 -2.28515 3.42120 3.52806
H43 -1.06800 1.32394 3.07962
H44 0.53251 -0.40487 2.42839
H45 1.50822 -1.43599 3.46019
H46 1.00740 0.13473 4.06427
H47 0.21292 -1.10515 6.01939
H48 -0.97287 -1.69399 8.00885
H49 -1.52575 -3.36576 7.86201
H50 -2.69771 -2.04763 7.85906
H51 -3.28302 -3.49863 5.67497
H52 -4.02803 -4.20762 3.60498
H53 -3.06935 -3.87524 2.14137
H54 -4.32041 -2.74111 2.66465
H55 -3.33368 -2.65331 -0.91021
H56 -2.62810 -1.12836 -1.42853
H57 -4.18901 -1.64190 -2.09671
H58 -5.94633 -0.43148 -1.30058

Values from the calculation:
Charge: -1
Maximum force in eV/Å: 1.1
Energy above the lowest of the compared OMol25 structures with the same formula, charge and spin in kcal per mole: 0.0
E_HOMO in eV: -4.453
LUMO level in eV: 1.21
Total energy in a.u.: -6663.53254
HOMO-LUMO gap in Eh: 0.2081

These are the Mulliken partial charges, in e, on atoms 1 to 8: 2.44 -0.42 -0.95 0.08 -0.59 0.45 -1.04 1.80